C26H30N6O4 | ωB97M-V with the def2-TZVPD basis set

The value obtained for the largest force on an atom is 0.342 Eh/bohr. As for the total energy: -44553.451 eV. Its HOMO-LUMO gap is 7.280 eV. For the LUMO energy, the calculation gives -0.44 eV.

Structure (XYZ):
```
66
Properties=species:S:1:pos:R:3:nbo_charge:R:1
C 3.35807 -1.82267 -0.46297 -0.60
H 3.50907 -0.81957 0.13040 0.22
H 3.11596 -1.49598 -1.48332 0.20
C 2.01006 -2.37610 -0.03430 -0.23
C 2.16625 -2.56494 1.31958 -0.55
H 1.44626 -3.41929 1.73319 0.19
H 3.30242 -3.33964 1.61895 0.17
H 2.05202 -1.82240 1.93169 0.22
H 1.80705 -3.38115 -0.69428 0.21
C 0.85785 -1.44469 -0.42006 -0.22
C 0.89295 -0.32563 0.17696 0.44
N 1.42866 0.11722 1.20272 -0.43
N 1.49377 1.69825 1.31446 0.02
N 0.85344 1.93662 0.42543 0.03
N 0.54363 1.05432 -0.53928 -0.28
C 0.21436 1.10572 -1.75750 -0.27
C 1.30136 0.99299 -2.77338 -0.01
C 1.02034 -0.03989 -3.81160 -0.22
C 1.76678 -0.28385 -4.67673 -0.19
C 3.20583 0.19511 -4.57330 -0.18
C 3.36312 1.22117 -3.70446 -0.20
C 2.47191 1.29303 -2.67014 -0.23
H 2.55246 2.09739 -1.84456 0.20
H 4.46070 1.52195 -3.45566 0.21
H 3.66224 0.06887 -5.46072 0.20
H 1.67536 -0.97048 -5.47325 0.20
H 0.08027 -0.36007 -3.92137 0.22
H -0.91480 0.46121 -1.89266 0.25
H -0.10053 2.15707 -1.82949 0.25
N -0.46276 -1.96112 -0.16217 -0.46
C -0.91730 -3.29389 -0.85495 -0.21
H -0.13946 -3.33411 -1.77650 0.18
C -2.23907 -3.32816 -1.41021 -0.47
C -2.21389 -2.53417 -2.87277 0.04
H -1.55076 -3.06327 -3.56324 0.14
O -2.08379 -1.38724 -2.66276 -0.73
H -2.50038 -0.79743 -2.05223 0.55
H -3.17091 -2.86868 -3.03839 0.12
H -2.93829 -2.87386 -0.77488 0.22
H -2.50691 -4.55055 -1.57812 0.19
H -0.54213 -4.06266 -0.00202 0.18
C -0.95160 -2.09695 1.16957 -0.22
C -1.40052 -0.48529 1.40293 -0.07
C -0.89870 0.20629 2.54935 -0.08
C -1.40854 1.43124 2.82970 -0.11
C -2.18379 2.35729 2.15058 0.15
N -2.56852 1.67153 1.01203 -0.53
C -2.29782 0.42535 0.67935 0.57
O -3.07036 -0.18004 -0.43777 -0.86
H -3.24580 1.93414 0.27046 0.44
C -2.58194 3.56720 2.28903 -0.31
C -2.06403 4.14611 3.41287 0.29
C -1.33284 3.53952 4.40271 0.18
C -0.73681 2.16545 4.19040 -0.12
H -0.10962 1.63539 4.91513 0.22
O -0.76689 4.11032 5.52329 -0.48
C -1.39687 5.55865 4.99162 0.24
O -2.10646 5.32989 3.84792 -0.45
H -0.68495 6.20473 4.99886 0.16
H -1.92049 5.74173 6.18508 0.18
H -3.15790 4.23868 1.58678 0.26
H -0.31969 -0.39269 3.35371 0.23
H -2.06233 -2.40442 1.11868 0.26
H -0.28915 -2.35172 1.83996 0.20
H 1.01498 -1.29670 -1.50699 0.26
H 4.20938 -2.45516 -0.40137 0.22
```